Entry 1:
Computed, not measured: one molecule with the formula C4H4N2O2, with ωB97M-V/def2-TZVPD.

XYZ file:
```
12
Properties=species:S:1:pos:R:3:mulliken_charge:R:1
O 2.469 -0.035 0.923 -0.549
C 1.454 -0.442 0.344 0.662
O 1.273 -1.654 -0.177 -0.528
N 0.231 0.221 0.017 0.085
C -0.794 -0.328 -0.695 -0.235
C -1.865 0.541 -0.545 -0.374
N -1.448 1.612 0.310 -0.578
C -0.168 1.467 0.487 -0.036
H 1.832 -2.501 0.361 0.398
H -0.638 -1.251 -1.171 0.418
H -2.906 0.410 -0.902 0.341
H 0.561 1.960 1.048 0.395
```

* strongest force on any atom: 6.15 eV Å⁻¹
* LUMO level: 0.03 eV
* charge: 0
* molecular weight: 112.1 u
* structure (SMILES): O=C(O)n1ccnc1
* relative energy (zero: lowest compared OMol25 entry of this formula, charge and spin): 34.4 kcal per mole


Entry 2:
Computed, not measured: one molecule with the formula C4H4N2O2, with ωB97M-V/def2-TZVPD.

XYZ file:
```
12
Properties=species:S:1:pos:R:3:mulliken_charge:R:1
N 0.102 2.010 0.002 -0.926
N 0.086 0.674 0.107 0.423
C 1.056 -0.268 0.019 0.609
O 2.240 -0.095 -0.137 -0.569
C 0.294 -1.606 -0.080 -0.233
C -0.944 -1.447 0.181 -0.652
C -1.143 -0.020 0.008 0.560
O -2.282 0.470 -0.217 -0.554
H 0.725 2.529 -0.665 0.279
H 0.527 2.423 0.936 0.273
H 1.000 -2.382 -0.254 0.423
H -1.661 -2.287 0.100 0.368
```

* strongest force on any atom: 6.47 eV Å⁻¹
* LUMO level: -0.45 eV
* charge: 0
* molecular weight: 112.1 u
* structure (SMILES): NN1C(=O)C=CC1=O
* relative energy (zero: lowest compared OMol25 entry of this formula, charge and spin): 61.2 kcal per mole


Entry 3:
Computed, not measured: one molecule with the formula C4H4N2O2, with ωB97M-V/def2-TZVPD.

XYZ file:
```
12
Properties=species:S:1:pos:R:3:mulliken_charge:R:1
C -1.216 -0.752 1.180 -0.025
C 0.745 -1.633 0.569 -0.008
C -0.404 1.072 -0.152 -0.105
C 1.518 -0.649 0.142 0.243
N -1.118 0.180 0.329 -0.238
N -0.415 1.550 -1.379 -0.252
O 1.820 -0.198 -0.975 -0.550
O -0.316 -1.747 1.173 -0.199
H -2.043 -0.865 1.820 0.434
H 2.331 -0.395 0.987 0.214
H -0.058 2.435 -1.473 0.245
H -0.844 1.003 -2.222 0.241
```

* strongest force on any atom: 5.78 eV Å⁻¹
* LUMO level (alpha / beta): -0.66 / -0.66 eV
* charge: 0
* molecular weight: 112.1 u
* relative energy (zero: lowest compared OMol25 entry of this formula, charge and spin): 175.6 kcal per mole


Question: relative energy (zero: lowest compared OMol25 entry of this formula, charge and spin) of number 3 (C4H4N2O2)?
Answer: 175.6 kcal per mole